The following is a quantum chemistry calculation of C4H7CsO2 as an isolated structure, from OMol25.

Summary:
Lowest unoccupied orbital energy   -0.79 eV
Orbital gap   4.89 eV

Structure (ORCA input):
```
! RIJCOSX wB97M-V def2-TZVPD def2/J DEFGRID3
* xyz 0 1
H -0.213 0.932 0.830
O -0.022 -1.004 0.043
Cs 3.737 0.284 2.417
C 0.243 0.346 -0.103
O 1.059 0.673 -1.113
C 2.479 0.403 -0.769
C -1.188 -0.235 -0.319
C -2.378 -0.428 0.578
H 2.776 -0.459 -1.398
H 3.018 1.279 -1.176
H -1.422 -0.358 -1.384
H -2.081 -0.501 1.632
H -3.082 0.409 0.460
H -2.925 -1.341 0.303
*
```

Löwdin charges, unit e, in atom order: number 1, H, carries 0.173; number 2, O, carries -0.036; number 3, Cs, carries 0.820; number 4, C, carries -0.451; number 5, O, carries -0.189; number 6, C, carries -0.262; number 7, C, carries -0.294; number 8, C, carries -0.065; number 9, H, carries -0.022; number 10, H, carries -0.037; number 11, H, carries 0.133; number 12, H, carries 0.076; number 13, H, carries 0.075; number 14, H, carries 0.079

The following is a quantum chemistry calculation of a 2-piece molecular cluster, C2H7NO overall, from OMol25.

Summary:
SMILES   C=N.CO
Lowest unoccupied orbital energy   0.89 eV
Orbital gap   11.02 eV

Structure (ORCA input):
```
! RIJCOSX wB97M-V def2-TZVPD def2/J DEFGRID3
* xyz 0 1
C 2.665 1.010 1.341
N 1.659 0.459 1.870
H 2.554 1.599 0.429
H 3.668 0.989 1.779
H 2.034 -0.359 2.364
C -2.155 -0.952 -1.176
O -2.313 0.268 -1.904
H -1.719 -1.712 -1.833
H -1.557 -0.929 -0.268
H -3.182 -1.275 -0.998
H -1.653 0.903 -1.605
*
```

natural (NBO) charges, unit e, in atom order: number 1, C, carries -0.029; number 2, N, carries -0.605; number 3, H, carries 0.155; number 4, H, carries 0.143; number 5, H, carries 0.337; number 6, C, carries -0.256; number 7, O, carries -0.726; number 8, H, carries 0.160; number 9, H, carries 0.178; number 10, H, carries 0.176; number 11, H, carries 0.467

The following is a quantum chemistry calculation of one molecule with the formula C2HFN2O, from OMol25.

Summary:
SMILES   Fc1conn1
Lowest unoccupied orbital energy   0.51 eV
Orbital gap   11.11 eV

Structure (ORCA input):
```
! RIJCOSX wB97M-V def2-TZVPD def2/J DEFGRID3
* xyz 0 1
F 1.988 -0.299 -0.074
C 0.712 -0.151 0.187
C -0.126 0.893 -0.039
O -1.348 0.195 -0.041
N -1.097 -1.163 -0.006
N 0.073 -1.393 -0.029
H -0.203 1.919 0.003
*
```

natural (NBO) charges, unit e, in atom order: number 1, F, carries -0.289; number 2, C, carries 0.402; number 3, C, carries -0.002; number 4, O, carries -0.294; number 5, N, carries 0.145; number 6, N, carries -0.198; number 7, H, carries 0.235

The following is a quantum chemistry calculation of an isolated ion of composition C7H9N2O and charge +1, from OMol25.

Summary:
SMILES   C[C@@H]1Cc2cc[nH]c2[N+]1=O
Lowest unoccupied orbital energy (spin up / spin down)   -6.29 / -6.56 eV
Orbital gap (spin up / spin down)   7.62 / 7.72 eV

Structure (ORCA input):
```
! RIJCOSX wB97M-V def2-TZVPD def2/J DEFGRID3
* xyz 1 1
C 2.324 0.030 0.772
C 1.471 -0.049 -0.472
C 0.571 1.226 -0.760
C -0.773 0.668 -0.254
C -2.164 1.010 0.040
C -2.774 -0.265 0.281
N -1.903 -1.279 0.193
C -0.630 -0.716 -0.137
N 0.621 -1.128 -0.286
O 0.981 -2.476 -0.299
H 1.556 0.342 1.543
H 2.997 0.938 0.575
H 2.887 -0.961 0.972
H 2.066 -0.201 -1.337
H 0.448 1.566 -1.817
H 0.833 2.182 -0.363
H -2.766 1.933 0.148
H -3.724 -0.494 0.740
H -2.020 -2.326 0.459
*
```

natural (NBO) charges, unit e, in atom order: number 1, C, carries -0.603; number 2, C, carries -0.092; number 3, C, carries -0.449; number 4, C, carries 0.103; number 5, C, carries -0.294; number 6, C, carries 0.157; number 7, N, carries -0.500; number 8, C, carries 0.252; number 9, N, carries 0.163; number 10, O, carries -0.311; number 11, H, carries 0.216; number 12, H, carries 0.248; number 13, H, carries 0.272; number 14, H, carries 0.262; number 15, H, carries 0.283; number 16, H, carries 0.272; number 17, H, carries 0.283; number 18, H, carries 0.254; number 19, H, carries 0.483

The following is a quantum chemistry calculation of a 2-piece molecular cluster, CH6NO overall, from OMol25.

Summary:
⟨S²⟩   0.7510
Lowest unoccupied orbital energy (spin up / spin down)   8.54 / 8.20 eV
Orbital gap (spin up / spin down)   3.67 / 7.76 eV

Structure (ORCA input):
```
! RIJCOSX wB97M-V def2-TZVPD def2/J DEFGRID3
* xyz -2 2
O -1.063 -0.094 1.795
H -0.789 0.737 2.419
C 0.902 -0.554 -0.861
N 0.023 0.624 -1.158
H 1.997 -0.329 -0.813
H 1.052 -1.469 -1.466
H 0.689 -0.977 0.183
H -0.618 0.599 -0.293
H 0.718 1.337 -0.829
*
```

natural (NBO) charges, unit e, in atom order: number 1, O, carries -1.360; number 2, H, carries 0.360; number 3, C, carries -1.156; number 4, N, carries -0.924; number 5, H, carries 0.064; number 6, H, carries 0.107; number 7, H, carries 0.189; number 8, H, carries 0.407; number 9, H, carries 0.313

The following is a quantum chemistry calculation of C19H19BF2MnN4S8 as an isolated structure, from OMol25.

Summary:
⟨S²⟩   0.8930
Lowest unoccupied orbital energy (spin up / spin down)   -7.32 / -6.68 eV
Orbital gap (spin up / spin down)   5.16 / 5.81 eV

Structure (ORCA input):
```
! RIJCOSX wB97M-V def2-TZVPD def2/J DEFGRID3
* xyz 2 2
Mn 0.062 0.202 0.261
C -3.317 -0.196 1.150
C -2.298 -1.189 1.586
N -1.016 -1.129 1.302
C -0.300 -2.182 1.850
C -1.062 -3.052 2.552
S -2.699 -2.550 2.540
C 1.130 -2.176 1.591
C 2.076 -3.064 1.977
S 3.607 -2.581 1.401
C 2.917 -1.203 0.660
N 1.616 -1.115 0.836
C 3.773 -0.248 -0.097
H -2.842 0.670 0.694
H -3.910 0.142 1.998
H -4.005 -0.645 0.432
H -0.757 -3.945 3.072
H 1.958 -3.964 2.559
H 4.822 -0.508 0.018
H 3.626 0.770 0.267
H 3.533 -0.282 -1.160
N 1.760 3.647 -0.096
C 2.011 3.099 -1.261
S 1.310 1.500 -1.635
N 2.791 3.700 -2.135
C 3.267 3.403 -3.456
C 3.346 2.132 -4.016
C 3.854 1.985 -5.297
C 4.304 3.083 -6.013
C 4.241 4.345 -5.443
C 3.723 4.507 -4.171
H 1.219 3.162 0.638
H 2.190 4.522 0.174
H 3.088 4.625 -1.847
H 3.045 1.254 -3.470
H 3.907 0.995 -5.728
H 4.714 2.952 -7.005
H 4.601 5.208 -5.985
H 3.665 5.500 -3.737
C 0.055 5.023 3.694
S 1.662 4.174 3.559
C 1.257 2.545 4.094
C 0.573 1.624 3.383
S -0.138 1.917 1.825
S 0.343 0.065 4.144
C 1.271 0.401 5.585
S 1.519 -0.712 6.748
S 1.869 2.031 5.650
H 0.255 6.069 3.469
H -0.316 4.936 4.711
H -0.655 4.611 2.981
F -1.180 0.507 -1.385
B -0.483 1.665 -1.196
F -1.119 2.803 -1.116
*
```

natural (NBO) charges, unit e, in atom order: number 1, Mn, carries 0.892; number 2, C, carries -0.670; number 3, C, carries 0.118; number 4, N, carries -0.559; number 5, C, carries 0.164; number 6, C, carries -0.407; number 7, S, carries 0.591; number 8, C, carries 0.070; number 9, C, carries -0.390; number 10, S, carries 0.592; number 11, C, carries 0.107; number 12, N, carries -0.565; number 13, C, carries -0.664; number 14, H, carries 0.230; number 15, H, carries 0.269; number 16, H, carries 0.265; number 17, H, carries 0.276; number 18, H, carries 0.276; number 19, H, carries 0.262; number 20, H, carries 0.235; number 21, H, carries 0.237; number 22, N, carries -0.747; number 23, C, carries 0.418; number 24, S, carries 0.109; number 25, N, carries -0.519; number 26, C, carries 0.175; number 27, C, carries -0.263; number 28, C, carries -0.173; number 29, C, carries -0.171; number 30, C, carries -0.167; number 31, C, carries -0.241; number 32, H, carries 0.451; number 33, H, carries 0.431; number 34, H, carries 0.427; number 35, H, carries 0.210; number 36, H, carries 0.238; number 37, H, carries 0.245; number 38, H, carries 0.246; number 39, H, carries 0.223; number 40, C, carries -0.723; number 41, S, carries 0.243; number 42, C, carries -0.390; number 43, C, carries -0.409; number 44, S, carries -0.179; number 45, S, carries 0.417; number 46, C, carries -0.584; number 47, S, carries 0.065; number 48, S, carries 0.523; number 49, H, carries 0.246; number 50, H, carries 0.242; number 51, H, carries 0.221; number 52, F, carries -0.441; number 53, B, carries 0.976; number 54, F, carries -0.431